Molecular formula: C28H31FN3O2SW
Method: DFT, ωB97M-V/def2-TZVPD

Properties
- Orbital gap: 7.26 eV
- E: -53478.7712 eV
- Energy above the lowest of the compared OMol25 structures with the same formula, charge and spin: 0.00 kcal/mol
- Maximum force: 1.944 eV Å⁻¹
- Highest occupied orbital energy: -11.085 eV
- Total charge: +1

The geometry in XYZ format:
```
67
Properties=species:S:1:pos:R:3:forces:R:3:lowdin_charge:R:1
W -0.4193 0.2204 -0.2567 -1.4 0.8 1.1 1.50
C -0.4288 -3.4790 -0.1298 0.0 0.0 0.0 -0.06
N -0.9457 -2.4093 0.7355 -0.2 0.2 0.1 -0.22
C -2.4244 -2.4532 0.8152 0.1 -0.1 -0.1 -0.21
C -3.1343 -2.6426 -0.5177 -0.1 0.1 0.0 -0.15
C -2.7013 -1.7578 -1.6832 0.0 0.0 0.1 -0.19
N -2.3963 -0.3717 -1.3265 0.1 -0.1 0.2 -0.08
C -3.2444 0.5211 -1.6654 0.0 0.2 -0.1 -0.08
C -2.9848 1.9477 -1.6597 -0.1 -0.3 0.0 -0.18
C -4.0219 2.8773 -1.7351 -0.2 0.0 0.0 -0.02
C -3.7447 4.2168 -1.9090 0.1 0.0 0.0 -0.06
C -2.4186 4.6210 -2.0793 -0.1 0.0 0.0 -0.04
C -1.3815 3.7045 -2.0519 0.1 0.2 0.0 0.00
C -1.6596 2.3689 -1.8027 0.2 -0.2 -0.1 -0.34
O -0.6641 1.4567 -1.7682 -0.1 0.3 0.3 -0.29
C -0.3857 -2.6566 2.0926 0.1 0.0 0.0 -0.19
C -0.2119 -1.4108 2.9320 0.0 0.0 -0.1 -0.18
C 0.9839 -0.5861 2.4624 -0.1 -0.2 -0.1 -0.18
N 1.1334 -0.6086 0.9874 -0.2 0.2 0.1 -0.12
C 2.2102 -1.1168 0.5135 0.2 -0.2 -0.1 -0.08
C 2.5331 -1.3260 -0.8789 0.0 0.1 0.2 -0.16
C 3.8516 -1.6449 -1.2305 0.1 0.0 0.1 -0.02
C 4.1894 -1.8793 -2.5421 0.0 0.0 -0.1 -0.06
C 3.1944 -1.8184 -3.5218 0.0 0.0 0.0 -0.04
C 1.8820 -1.5355 -3.1930 0.0 0.0 -0.2 0.02
C 1.5476 -1.2855 -1.8697 -0.4 0.0 0.1 -0.30
O 0.2617 -1.0517 -1.5351 0.7 -0.5 -0.7 -0.27
H -0.7636 -4.4616 0.2243 0.0 0.0 0.0 0.11
H 0.6601 -3.4608 -0.1113 0.0 0.0 0.0 0.09
H -0.7427 -3.3503 -1.1581 0.0 0.0 0.0 0.07
H -2.7564 -1.5315 1.2871 0.0 0.1 0.1 0.07
H -2.7377 -3.2776 1.4666 0.0 0.0 0.0 0.13
H -4.1963 -2.4843 -0.3156 0.0 0.0 0.0 0.12
H -3.0387 -3.6771 -0.8516 0.0 0.0 0.0 0.12
H -3.4840 -1.7676 -2.4411 -0.1 0.0 -0.1 0.12
H -1.8068 -2.1504 -2.1558 0.1 0.0 -0.1 0.09
H -4.1998 0.1950 -2.0790 0.0 0.0 0.0 0.15
H -5.0482 2.5349 -1.6505 0.1 0.0 0.0 0.12
H -4.5460 4.9434 -1.9411 0.0 0.0 0.0 0.11
H -2.1956 5.6670 -2.2482 0.0 0.0 0.0 0.12
H -0.3550 4.0061 -2.2198 0.0 0.0 0.0 0.12
H 0.5893 -3.1315 1.9629 0.0 0.0 0.0 0.12
H -1.0177 -3.3843 2.6079 0.0 0.0 0.0 0.13
H -0.0322 -1.6926 3.9699 0.0 0.0 0.0 0.13
H -1.1244 -0.8208 2.9194 0.0 0.0 0.1 0.04
H 1.8982 -1.0079 2.8796 0.1 0.0 0.0 0.13
H 0.9024 0.4455 2.7908 0.0 0.0 0.0 0.10
H 2.9634 -1.4346 1.2321 0.0 -0.1 0.0 0.15
H 4.6060 -1.6963 -0.4516 0.0 0.0 0.0 0.12
H 5.2103 -2.1136 -2.8128 0.0 0.0 0.0 0.11
H 3.4521 -2.0027 -4.5575 0.0 0.0 0.0 0.12
H 1.1017 -1.4948 -3.9427 0.1 0.0 0.0 0.13
F 3.3280 3.1639 4.9484 0.0 0.0 0.0 0.07
C 2.8039 2.8438 3.7549 -0.1 0.0 0.0 -0.28
C 1.5053 3.2240 3.4698 -0.1 0.0 0.0 0.01
C 0.9678 2.8815 2.2390 -0.1 0.1 0.0 -0.07
C 1.7073 2.1684 1.2982 0.1 -0.1 -0.2 -0.32
C 1.1299 1.7865 -0.0337 -0.1 0.0 0.3 -0.19
C 3.0179 1.8264 1.6171 0.1 0.0 0.1 -0.06
C 3.5788 2.1556 2.8461 0.0 -0.1 -0.1 0.01
H 0.9353 3.7810 4.2035 0.0 0.0 0.0 0.13
H -0.0514 3.1712 2.0077 0.0 0.0 0.0 0.09
H 1.9287 1.4095 -0.6779 0.0 0.0 -0.2 0.08
H 0.7173 2.6565 -0.5241 -0.1 0.2 0.0 0.06
H 3.6253 1.3005 0.8856 0.0 0.1 0.0 0.11
H 4.6018 1.9026 3.0940 0.0 0.0 0.0 0.12
S -1.7543 0.9760 1.2847 1.0 -0.5 -0.9 0.42
```
Forces are in eV/Å.

Molecular formula: C28H31N2O2
Method: DFT, ωB97M-V/def2-TZVPD

Properties
- Orbital gap: 4.47 eV
- E: -36606.9067 eV
- Energy above the lowest of the compared OMol25 structures with the same formula, charge and spin: 19.42 kcal/mol
- Maximum force: 1.704 eV Å⁻¹
- Highest occupied orbital energy: -10.198 eV
- Total charge: +1

The geometry in XYZ format:
```
63
Properties=species:S:1:pos:R:3:forces:R:3:lowdin_charge:R:1
C 4.8469 -4.1889 -0.5688 -0.3 -0.4 0.2 -0.06
C 3.6830 -3.2259 -0.4807 1.3 0.9 -0.5 -0.27
O 2.4682 -3.8669 -0.1805 -1.6 0.4 -0.4 0.00
C 1.4191 -3.0576 -0.5440 -0.5 0.4 -0.3 -0.49
C 0.0987 -3.5910 -0.2938 0.2 -0.8 0.6 -0.02
C -1.0051 -3.0074 -0.8017 -1.0 -0.9 0.4 -0.08
N -2.2944 -3.4606 -0.6322 0.5 0.9 -0.1 -0.21
C -2.6448 -4.6013 0.2132 0.4 0.4 -0.4 -0.04
C -3.4007 -2.8154 -1.3349 0.5 -0.2 0.2 -0.06
O 1.5551 -1.9591 -1.0647 0.5 -0.1 0.3 0.03
H 5.7868 -3.6801 -0.7889 -0.2 0.1 0.0 0.08
H 4.9680 -4.7379 0.3640 0.1 0.0 0.1 0.08
H 4.6741 -4.9283 -1.3501 0.0 0.0 -0.1 0.08
H 3.8321 -2.4663 0.2969 0.3 0.0 -0.1 0.12
H 3.5430 -2.6855 -1.4273 0.3 -0.2 0.3 0.12
H 0.0339 -4.4942 0.2832 0.0 -0.3 0.1 0.10
H -0.8726 -2.1364 -1.4215 -0.2 0.2 -0.2 0.12
H -2.0025 -4.6422 1.0899 0.1 0.0 0.0 0.08
H -3.6749 -4.5139 0.5519 0.0 0.1 -0.1 0.09
H -2.5431 -5.5288 -0.3464 0.0 -0.2 0.0 0.10
H -3.0357 -2.0094 -1.9682 0.1 0.0 0.0 0.08
H -3.9204 -3.5380 -1.9611 -0.1 0.0 -0.1 0.09
H -4.1004 -2.3945 -0.6169 -0.2 0.0 0.1 0.07
C 1.4261 4.6875 -4.3019 0.0 -0.4 0.6 -0.06
N 1.5877 4.6691 -2.8439 0.6 -0.4 -0.1 -0.22
C 1.6501 6.0145 -2.2643 -0.5 -0.8 0.1 -0.06
C 1.0045 3.6251 -2.0743 -0.2 0.6 0.2 -0.20
C 1.7533 2.5075 -1.6496 -0.2 0.7 -0.6 0.04
C 1.2487 1.6406 -0.7234 -0.3 -0.3 0.4 0.00
C -0.0456 1.8193 -0.1891 -0.1 -0.5 0.4 -0.12
C -0.5289 1.0281 0.9241 0.4 1.1 -0.8 0.07
C -1.9078 0.7218 1.2146 -1.0 -0.1 0.1 -0.10
C -1.9832 0.1562 2.5048 -1.6 0.0 -0.4 -0.09
C -3.2106 -0.1988 3.0530 1.5 0.1 0.1 0.02
C -4.3531 -0.0047 2.3098 -0.3 0.3 -0.6 -0.03
C -4.2866 0.5129 1.0153 -0.5 -0.3 0.4 -0.05
C -3.0820 0.8740 0.4598 1.0 0.0 0.0 0.01
C -0.6430 0.0934 3.0417 1.4 -0.2 0.9 -0.09
C 0.2434 0.6129 2.0717 0.6 -0.5 0.6 -0.08
C 1.6029 0.7518 2.3931 -0.7 0.2 -0.7 0.03
C 2.0410 0.3601 3.6360 0.1 -0.3 0.6 -0.04
C 1.1552 -0.1608 4.5805 0.8 0.2 -0.2 -0.02
C -0.1842 -0.2983 4.2953 -1.1 0.3 -1.0 0.02
C -0.8268 2.8808 -0.6938 -0.3 -0.6 0.5 0.00
C -0.3135 3.7592 -1.5990 0.7 0.3 -0.3 0.01
H 1.1597 3.6926 -4.6539 0.1 0.0 -0.1 0.09
H 0.6317 5.3790 -4.5805 -0.2 0.1 -0.2 0.08
H 2.3545 4.9979 -4.7778 0.0 0.0 -0.1 0.09
H 1.6406 5.9447 -1.1783 0.1 0.0 0.0 0.09
H 2.5642 6.5170 -2.5727 0.1 0.0 -0.1 0.09
H 0.7933 6.6056 -2.5805 -0.2 0.3 0.0 0.08
H 2.7501 2.3766 -2.0278 0.3 0.0 -0.1 0.13
H 1.8220 0.7830 -0.4164 0.2 -0.2 0.0 0.11
H -3.2410 -0.6115 4.0449 -0.2 -0.1 0.2 0.12
H -5.3080 -0.2541 2.7398 -0.2 -0.1 0.0 0.12
H -5.1924 0.6102 0.4403 -0.1 0.1 -0.1 0.11
H -3.0271 1.2337 -0.5525 -0.1 0.1 -0.2 0.12
H 2.2826 1.1871 1.6839 0.2 0.1 -0.1 0.11
H 3.0828 0.4650 3.8893 0.1 0.0 0.0 0.12
H 1.5171 -0.4295 5.5580 0.1 -0.1 0.1 0.12
H -0.8839 -0.6645 5.0264 0.0 -0.1 0.2 0.12
H -1.8119 3.0442 -0.2929 -0.2 0.1 0.1 0.11
H -0.8967 4.6006 -1.9269 -0.1 0.2 -0.1 0.13
```
Forces are in eV/Å.

Molecular formula: C28H31N3O6
Method: DFT, ωB97M-V/def2-TZVPD

Properties
- Orbital gap: 8.26 eV
- E: -46294.2816 eV
- Energy above the lowest of the compared OMol25 structures with the same formula, charge and spin: 26.59 kcal/mol
- Maximum force: 1.266 eV Å⁻¹
- Highest occupied orbital energy: -7.905 eV
- SMILES: CCOCCCNC(=O)[C@H](c1ccc(OC)cc1)N(Cc1ccc2c(c1)OCO2)C(=O)c1ccccn1

The geometry in XYZ format:
```
68
Properties=species:S:1:pos:R:3:forces:R:3:lowdin_charge:R:1
C -4.9431 2.2386 0.9592 0.2 -0.1 -0.4 -0.07
C -4.3561 1.6343 -0.3052 -0.2 -0.1 0.1 -0.29
O -3.3588 2.5010 -0.7926 0.1 0.2 0.1 -0.15
C -2.6750 2.0092 -1.9163 0.1 0.0 -0.3 -0.24
C -1.4074 2.8362 -2.1095 -0.3 -0.3 0.4 -0.14
C -0.4193 2.6028 -0.9654 -0.1 0.2 0.0 -0.16
N 0.0454 1.2364 -0.9502 -0.1 0.3 -0.3 0.07
C -0.1639 0.4025 0.0789 0.1 -0.2 -0.4 -0.44
O -0.7069 0.7151 1.1164 -0.3 0.1 0.4 0.08
C 0.3610 -1.0216 -0.2480 -0.3 -0.1 0.2 -0.13
C 0.0120 -2.0997 0.7532 -0.1 0.2 0.0 -0.17
C -0.0923 -1.8734 2.1170 -0.1 0.0 -0.1 -0.03
C -0.3822 -2.9075 2.9923 0.0 -0.3 0.3 0.00
C -0.5615 -4.2001 2.5150 0.0 0.1 -0.2 -0.28
O -0.8452 -5.2879 3.2821 0.0 0.0 -0.3 -0.08
C -0.9928 -5.1112 4.6703 0.0 0.0 0.2 -0.09
C -0.4493 -4.4349 1.1432 0.0 -0.1 0.2 0.00
C -0.1689 -3.3984 0.2814 0.0 0.1 0.1 -0.02
N 1.8025 -0.9855 -0.4705 0.0 0.0 0.0 0.02
C 2.6533 -0.7690 0.6903 0.4 0.0 0.1 -0.07
C 2.5491 0.6409 1.2085 0.1 0.0 0.2 -0.20
C 2.2745 0.8892 2.5427 0.1 -0.1 -0.2 -0.04
C 2.1467 2.1836 3.0405 0.0 0.4 0.0 0.02
C 2.2968 3.2131 2.1460 0.1 -0.3 -0.4 -0.20
C 2.5888 2.9710 0.8032 -0.1 -0.1 0.5 -0.20
C 2.7305 1.6996 0.3124 0.1 0.4 0.1 0.05
O 2.6879 4.1671 0.1372 0.1 -0.4 -0.2 0.02
C 2.4444 5.1666 1.1034 0.0 1.2 -0.2 -0.16
O 2.2130 4.5643 2.3571 -0.1 -0.4 0.3 0.04
C 2.4010 -1.2045 -1.6585 0.1 -0.1 0.0 -0.40
O 3.6126 -1.2705 -1.7934 0.1 0.0 -0.2 0.07
C 1.5414 -1.3729 -2.8811 0.1 -0.2 -0.5 -0.19
C 1.7573 -2.4713 -3.7079 -0.1 0.1 0.1 0.01
C 1.0395 -2.5644 -4.8879 0.0 0.1 0.1 -0.05
C 0.1486 -1.5518 -5.2122 0.1 0.0 0.1 -0.05
C 0.0156 -0.4902 -4.3325 -0.2 0.0 -0.3 -0.11
N 0.6888 -0.4016 -3.1975 0.3 0.0 0.2 0.10
H -5.3608 3.2179 0.7427 -0.1 0.1 0.0 0.07
H -4.1592 2.3498 1.7026 0.0 0.0 0.1 0.08
H -5.7234 1.5932 1.3526 -0.1 0.0 0.1 0.07
H -5.1400 1.4943 -1.0688 0.1 0.0 0.1 0.12
H -3.9162 0.6484 -0.0844 0.0 0.1 -0.1 0.12
H -2.4100 0.9500 -1.7661 0.0 0.1 0.0 0.12
H -3.3180 2.0718 -2.8110 0.1 0.0 0.1 0.12
H -1.6803 3.8909 -2.1326 0.0 0.1 -0.1 0.12
H -0.9417 2.5706 -3.0603 0.0 0.0 -0.1 0.10
H 0.4367 3.2765 -1.0744 -0.1 0.0 0.1 0.11
H -0.9129 2.7898 -0.0095 0.1 0.1 -0.1 0.12
H 0.4183 0.8564 -1.8208 -0.1 0.0 0.2 0.09
H -0.1075 -1.3027 -1.1974 0.1 0.1 0.2 0.14
H 0.0209 -0.8733 2.5005 0.0 0.1 0.0 0.10
H -0.4645 -2.6875 4.0449 0.0 0.0 0.1 0.10
H -0.0683 -4.7471 5.1300 0.0 0.0 0.0 0.10
H -1.2283 -6.0966 5.0693 0.0 0.1 0.0 0.09
H -1.8107 -4.4218 4.9028 0.0 0.0 0.0 0.10
H -0.5908 -5.4408 0.7809 0.0 -0.1 0.0 0.12
H -0.0875 -3.5990 -0.7785 0.0 0.0 -0.1 0.11
H 2.3849 -1.4842 1.4718 0.1 0.1 -0.1 0.13
H 3.6761 -0.9710 0.3555 -0.2 0.0 0.1 0.13
H 2.1563 0.0589 3.2218 -0.1 -0.1 0.1 0.11
H 1.9262 2.3724 4.0772 0.0 0.0 0.2 0.12
H 2.9674 1.5198 -0.7231 0.0 0.0 -0.2 0.13
H 3.3183 5.8346 1.1709 -0.2 -0.2 0.0 0.14
H 1.5605 5.7558 0.8084 0.2 -0.2 0.1 0.14
H 2.4762 -3.2212 -3.4187 0.1 0.0 0.0 0.12
H 1.1766 -3.4085 -5.5476 0.0 -0.1 0.0 0.11
H -0.4247 -1.5821 -6.1251 -0.1 0.0 -0.1 0.10
H -0.6615 0.3295 -4.5350 -0.1 0.0 -0.1 0.11
```
Forces are in eV/Å.